# 1
Here is a cluster of 2 separate species, C2H5NO4 in total at a distorted geometry from OMol25. Energies are from wB97M-V/def2-TZVPD.

- Gap between HOMO and LUMO: 0.4153 Eh
- SMILES: O=CNC(=O)O.O
- Calculated total energy: -434.92153 a.u.
- LUMO: 0.4171 eV

Positions of all 12 atoms, in Å:
O -1.96245 0.69492 1.17962
C -1.62527 0.53036 0.03603
N -0.36369 0.27187 -0.49221
C 0.25195 -0.92411 0.16612
O 0.22905 -0.83905 1.55010
O 0.82443 -1.69060 -0.51875
H -2.30025 0.75426 -0.79433
H -0.22102 0.22721 -1.49099
H -0.74925 -0.84701 1.63170
H 2.24646 2.05189 -0.80138
H 2.46023 0.70525 -1.32172
O 2.12873 1.56237 -1.62237

Atomic partial charges in e from the Mulliken method, atoms 1 to 8: atom 1 (O): -0.507, atom 2 (C): 0.049, atom 3 (N): -0.048, atom 4 (C): 0.437, atom 5 (O): -0.419, atom 6 (O): -0.454, atom 7 (H): 0.302, atom 8 (H): 0.272


# 2
Here is the ion C8H12N2O4 with charge -2 at a distorted geometry from OMol25. Energies are from wB97M-V/def2-TZVPD.

- Net charge: -2
- Gap between HOMO and LUMO: 0.1963 Eh
- SMILES: C/C(=N\[O-])C(C)(C)/[N+]([O-])=C(/C)C(=O)[O-]
- Calculated total energy: -722.29579 a.u.
- LUMO: 6.0174 eV

Positions of all 26 atoms, in Å:
C 0.33604 -0.79111 -1.09684
C -0.93184 2.25442 -0.65291
C -0.21365 -0.78269 0.32486
C 0.27679 1.62536 0.23268
C -0.02910 -1.86492 -2.00756
C -1.69642 -0.83540 0.73156
C 0.42960 -1.88273 1.13707
C 1.05283 2.71846 0.93384
N 0.24747 0.51202 0.89953
N 1.19699 0.08210 -1.42070
O -0.84217 2.65254 -1.77068
O 0.72688 0.39034 2.10592
O 1.86133 -0.02369 -2.60543
O -1.84099 2.33732 0.17852
H -0.16978 -2.85316 -1.71770
H 0.86360 -1.92739 -2.65802
H -0.84673 -1.55630 -2.77566
H -2.23657 -0.04808 0.32911
H -1.69470 -0.74386 1.81544
H -2.05596 -1.75743 0.28413
H 0.17942 -2.84175 0.83232
H -0.01550 -1.95346 2.21963
H 1.48523 -1.77987 1.17527
H 2.04391 2.83820 0.59535
H 1.22000 2.46096 2.06229
H 0.65332 3.77011 0.84797

Atomic partial charges in e from the Mulliken method, atoms 1 to 8: atom 1 (C): 0.246, atom 2 (C): 0.186, atom 3 (C): 0.838, atom 4 (C): 1.034, atom 5 (C): -1.533, atom 6 (C): -1.745, atom 7 (C): -1.765, atom 8 (C): -1.330


# 3
Here is a cluster of 2 separate species, C6H14N5 in total at a distorted geometry from OMol25. Energies are from wB97M-V/def2-TZVPD.

- Net charge: +1
- Spin multiplicity: 3
- Gap between HOMO and LUMO (alpha / beta): 0.2166 / 0.2390 Eh
- Calculated total energy: -510.38327 a.u.
- LUMO (alpha / beta): -2.7606 / -7.2038 eV
- <S²>: 2.02

Positions of all 25 atoms, in Å:
C -0.92140 -3.22043 -3.61065
C -1.88175 0.88341 -0.40223
C 0.24031 -0.14884 -0.24707
C 1.24238 -0.74422 2.05662
C 1.76038 1.47250 0.79691
C 0.61061 0.31438 1.11115
N -0.88246 -2.62080 -2.64143
N -1.63272 1.84538 0.35957
N -0.91900 0.03363 -0.88407
N -3.13725 0.54194 -0.79368
N 1.07654 -1.00346 -0.83785
H -0.89202 -3.75769 -4.45459
H 0.52678 -1.48233 2.30183
H 1.57504 -0.26282 2.99940
H 2.08877 -1.23888 1.58020
H 1.95544 1.84693 1.76661
H 1.40410 1.99526 -0.01028
H 2.67674 1.06210 0.42535
H -0.24111 0.82115 1.56955
H -2.54312 2.30420 0.60508
H -1.05068 -0.53236 -1.65684
H -3.94320 1.13733 -0.50486
H -3.31100 -0.40262 -1.23577
H 1.06468 -1.22543 -1.76761
H 1.99263 -1.05368 -0.37735

Atomic partial charges in e from the Mulliken method, atoms 1 to 8: atom 1 (C): -0.049, atom 2 (C): 0.563, atom 3 (C): 0.298, atom 4 (C): -1.389, atom 5 (C): -1.267, atom 6 (C): 0.097, atom 7 (N): -0.410, atom 8 (N): -0.440